146
Properties=species:S:1:pos:R:3:forces:R:3 method="wB97M-V/def2-TZVPD" multiplicity=7 s2=12.035 max_force_ev_per_a=3.8 e_tot_ha=-6190.40149 charge=0 gap_ev="8.26 / 9.44"
Cr -0.336657 1.986511 -0.498544 -0.0768 -1.3489 -0.7890
Cr 0.880757 -0.226895 -2.435288 -0.5384 0.8015 0.2785
O -0.408564 -0.839563 -3.757378 -0.1036 -0.1432 0.1580
H -1.030762 -1.030704 -4.485983 0.7179 0.4034 1.1678
O 0.909004 2.316217 0.937875 -0.4188 0.2109 -0.0057
H 1.113740 2.228403 1.889145 -0.4288 -0.3308 -1.1199
O 2.683736 -0.482217 -1.793774 0.1190 0.0941 0.1492
H 3.628655 -0.324510 -1.985583 -1.2411 0.1853 -0.0052
O 0.615237 1.739794 -2.347731 -0.0948 -0.1704 0.4407
H 0.851316 2.337040 -3.083995 -0.4111 -0.3955 0.8390
O -0.145062 -0.005599 -0.711894 0.1853 0.2806 -0.1949
H -0.606307 -0.762158 -0.300319 0.2637 0.9101 -0.4841
O -2.139110 2.460041 -0.930772 0.4112 0.1669 0.0585
H -3.068028 2.355479 -1.214851 1.3140 -0.2930 0.1316
F 0.905836 -2.246717 -1.787803 -0.5911 -0.3932 0.2272
C 1.365411 -3.513331 -1.760485 -0.0146 -1.4028 -0.9596
C 2.616213 -3.740633 -1.272581 0.4458 0.3708 0.3269
C 3.121872 -5.035237 -1.282959 -0.1556 0.6323 -0.3461
C 2.351062 -6.066500 -1.801081 0.5441 -0.7372 0.8868
C 1.085662 -5.847656 -2.300829 0.3616 0.7553 -0.1973
C 0.623960 -4.543503 -2.328568 -1.0281 0.5128 0.1506
H 3.150334 -2.867545 -0.927867 0.2897 -0.0519 0.1170
H 4.147378 -5.145045 -0.962540 -0.0541 -0.4585 0.1914
H 2.696590 -7.083019 -1.684031 0.2440 -0.1033 -0.3152
H 0.506884 -6.646413 -2.740597 -0.0850 -0.0230 0.1272
H -0.358897 -4.342635 -2.728626 -0.0304 0.2331 -0.1008
F 2.611400 -5.627213 5.715939 0.2741 0.4473 -0.7611
C 3.232109 -5.147021 4.578066 -0.1101 -1.2529 1.1267
C 2.574448 -4.182444 3.830544 -0.1462 -0.6453 1.5593
C 3.229148 -3.677624 2.770881 2.8049 -0.1807 -2.5597
C 4.551386 -4.182209 2.390230 -1.2807 -0.6421 0.9523
C 5.133776 -5.230085 3.123470 -1.1863 1.8512 0.3735
C 4.455158 -5.692656 4.263117 0.7545 0.2385 -0.6414
H 1.618018 -3.829426 4.186942 -0.0774 0.0439 -0.1837
H 2.764625 -2.932141 2.142484 0.0427 0.1914 0.0213
H 5.115767 -3.838202 1.536107 -0.3448 0.4907 -0.1076
H 6.165558 -5.510228 2.970708 -0.0840 -0.3071 -0.3312
H 5.019607 -6.403294 4.848613 -0.6385 -0.1601 0.4883
F 0.034585 4.089070 -0.862402 -0.6918 -0.1009 -0.9568
C 0.247493 5.307306 -0.361495 1.0808 2.9335 1.6022
C 1.394942 5.480741 0.424643 -0.5299 -1.8840 -1.0269
C 1.700889 6.675286 0.981779 0.4253 0.5586 0.0734
C 0.939882 7.778191 0.704727 -0.5824 1.1261 -0.5996
C -0.155200 7.715687 -0.188350 1.4674 -0.7283 2.0013
C -0.547071 6.453039 -0.617277 -0.0587 -0.7917 -1.0706
H 2.114141 4.688990 0.573967 -0.3813 -0.4999 -0.1141
H 2.624397 6.706531 1.540852 -0.0844 0.3835 0.2834
H 1.247663 8.719114 1.136413 -0.1281 0.2224 -0.0775
H -0.665483 8.644025 -0.398573 -0.3531 -0.2846 -0.2723
H -1.416413 6.439651 -1.257959 -0.1013 -0.5664 -0.0836
F 7.341089 0.960200 -0.468450 0.0447 -0.1254 0.7058
C 6.468257 0.701651 0.547922 -1.2904 0.1205 -1.1045
C 6.795420 -0.085531 1.616914 1.2720 0.1915 0.3651
C 5.857225 -0.303913 2.601653 -1.0825 -0.5710 -0.0989
C 4.518480 0.046323 2.388111 -0.0565 0.2893 0.6975
C 4.140353 0.765473 1.282341 1.7712 0.9021 -1.1610
C 5.172118 1.143625 0.381786 -1.1163 -0.1623 0.1174
H 7.816111 -0.433705 1.674752 0.0831 -0.1238 0.2727
H 6.080979 -0.841047 3.511500 0.3029 -0.0983 -0.0471
H 3.762188 -0.150222 3.133615 0.1029 -0.3165 0.1959
H 3.150826 1.149000 1.081990 -0.2431 -0.2891 0.0957
H 4.904563 1.730361 -0.484561 0.1101 0.0872 -0.1255
F 1.202243 6.276782 5.210236 0.1126 -0.4577 -0.3932
C 0.175150 5.468023 4.847698 -1.0718 0.0903 1.1763
C -0.948919 5.498274 5.689503 -0.6192 0.2740 -0.5325
C -2.126954 4.866605 5.297188 1.3960 -0.8529 -0.8486
C -2.064744 4.098066 4.130256 0.2212 -0.7405 -0.4070
C -0.895587 3.950457 3.345397 -1.3123 0.4785 1.4398
C 0.230700 4.663096 3.720187 0.4446 0.7488 -0.1452
H -1.063417 6.071094 6.597902 0.8533 0.2882 0.0198
H -2.987526 4.892372 5.949211 -0.1488 0.0279 -0.1968
H -2.895349 3.483855 3.815239 -0.3604 0.1506 0.0686
H -0.948438 3.276011 2.503537 0.3365 0.2047 -0.1640
H 1.108436 4.728186 3.094301 0.1432 -0.2453 -0.0063
F 1.116207 -0.991568 2.962241 -0.1526 0.6882 0.5629
C 0.986463 -0.534801 4.236767 -0.3766 -1.0064 2.2977
C 0.339974 -1.399468 5.186121 0.7319 0.6377 -1.1971
C 0.305555 -1.052037 6.527182 0.5359 1.2977 -0.5646
C 0.858806 0.176517 6.888748 0.3949 1.0960 0.6885
C 1.487216 1.074732 6.004046 -1.1399 -1.7842 0.2437
C 1.550473 0.669720 4.689157 -0.1880 -0.2409 -1.7985
H -0.105753 -2.329138 4.864471 0.0584 -0.0455 -0.2198
H -0.138869 -1.652981 7.306777 -0.1039 -0.2236 -0.2332
H 0.785818 0.493116 7.918714 0.0026 -0.1166 0.2189
H 1.876682 2.045992 6.271235 -0.0311 -0.1142 0.2952
H 1.993153 1.357065 3.983473 0.1862 -0.1377 -0.3341
F -5.023549 2.273846 -8.213922 0.7128 0.0337 0.3728
C -4.257256 2.026291 -7.094412 -2.0434 -0.7101 -0.7971
C -4.596679 2.709154 -5.958952 2.0924 -0.0622 1.2825
C -3.781332 2.391460 -4.828651 -1.5039 0.4568 -0.1676
C -2.906275 1.332640 -4.815006 1.1805 -1.1784 -0.7421
C -2.704480 0.568128 -5.967292 -1.3876 0.9499 -1.9337
C -3.439821 0.915643 -7.126411 1.0952 0.1749 0.6264
H -5.314663 3.515922 -5.963971 -0.0065 -0.0672 0.0342
H -3.925302 2.941813 -3.910624 -0.0279 0.1504 0.0565
H -2.271459 1.017283 -4.000176 -0.1731 0.5227 0.6247
H -2.007706 -0.242402 -6.122031 0.1022 -0.0831 0.6443
H -3.322391 0.413707 -8.075436 0.0348 -0.1922 0.0295
F -1.519146 -2.535087 -1.235223 -0.0092 -0.2408 0.6887
C -1.856132 -3.232295 -0.116394 -0.6010 0.4951 0.0846
C -1.329512 -2.899614 1.130364 -0.0897 -0.3745 0.0240
C -1.799361 -3.540406 2.292274 -0.3640 -0.9409 -1.2122
C -2.757078 -4.584335 2.170009 0.5242 1.1209 -0.6235
C -3.254056 -4.871993 0.892514 1.0188 -0.4879 0.6718
C -2.825415 -4.194176 -0.236895 -0.6083 -0.5780 0.2772
H -0.521371 -2.184217 1.169238 0.0501 0.1898 0.2318
H -1.342535 -3.302621 3.241578 -0.1345 0.0761 0.0584
H -3.106848 -5.138014 3.028783 0.1083 -0.0125 0.0770
H -3.786207 -5.786792 0.677184 -0.6664 0.1215 0.4556
H -3.330937 -4.526361 -1.131605 0.5348 0.4670 -0.5551
F -1.693205 1.271773 1.381476 -0.2568 -0.3144 0.9872
C -2.479515 0.442712 2.106959 -1.2939 -1.4637 2.0674
C -3.490741 -0.281441 1.485934 0.4941 1.3067 -0.5916
C -4.282857 -1.153030 2.202231 0.0527 -0.8711 0.8960
C -4.052544 -1.409669 3.561528 0.2683 1.4917 0.5517
C -3.171931 -0.567834 4.277149 0.6026 -0.5457 -2.2918
C -2.370407 0.306087 3.511866 0.5174 0.6755 -0.4897
H -3.649234 0.019575 0.460910 -0.2764 -0.5526 -0.3429
H -5.080632 -1.722737 1.749021 0.0524 0.0859 -0.4134
H -4.619115 -2.144924 4.113611 -0.1779 -0.0988 -0.1844
H -2.949019 -0.689478 5.326869 -0.2179 0.0793 0.0699
H -1.636049 0.923940 4.007214 0.1582 0.0639 0.1721
F -7.718076 -1.638175 -5.933392 2.0036 -0.2923 1.1321
C -6.792786 -1.955281 -4.891058 -2.4278 0.9234 -1.4000
C -7.263527 -2.905593 -4.041041 -0.2370 -1.2687 -0.3496
C -6.544704 -3.262327 -2.911781 -0.8956 1.1172 0.0580
C -5.492492 -2.443113 -2.547049 0.4728 -0.9399 -0.5279
C -5.019068 -1.490478 -3.464720 0.2873 -0.1536 1.7845
C -5.668661 -1.219684 -4.635305 0.4743 0.1866 -0.8075
H -8.160235 -3.421376 -4.351357 -0.1365 -0.0616 0.1680
H -6.970000 -3.995964 -2.242975 0.2525 -0.2047 0.0515
H -5.021611 -2.749146 -1.624543 0.5169 0.7002 0.1099
H -4.174889 -0.863523 -3.218338 0.2647 -0.1422 0.0859
H -5.188996 -0.510061 -5.293151 -0.5160 0.1939 -0.2749
F 1.846213 0.110292 -4.226010 -0.2218 -0.3566 -0.9261
C 2.491271 1.024193 -4.969332 1.9417 0.5339 -0.5094
C 3.640410 1.561300 -4.432419 0.5855 0.6080 -0.1987
C 4.432940 2.400875 -5.222089 -1.0210 -0.0974 -1.1586
C 4.053118 2.683036 -6.584906 0.7226 -0.6051 2.4896
C 2.905035 2.084089 -7.071752 1.0962 0.4567 -0.7166
C 2.171848 1.229801 -6.291507 -1.8416 -0.5596 0.9763
H 3.952494 1.299658 -3.432139 -0.1234 0.0634 0.0880
H 5.328203 2.777946 -4.750142 0.1344 0.2294 -0.3295
H 4.699854 3.294891 -7.196276 -0.1300 0.0597 -0.0784
H 2.705478 2.235006 -8.122378 -0.4905 -0.0683 -0.0046
H 1.242929 0.760205 -6.579576 0.0218 -0.0797 -0.6133